# 1
Entry from OMol25: C36H42Cl3N3NaOSSi as an isolated structure in a non-equilibrium geometry (the ωB97M-V functional and the def2-TZVPD basis).

XYZ file:
```
88
Properties=species:S:1:pos:R:3
Na 0.44973 -1.43091 1.66733
C 4.53743 0.82429 1.57763
C 3.69643 0.18799 2.67903
C 4.49333 0.16859 3.98753
C 2.35323 0.85179 2.87803
C 1.44973 0.28289 3.77323
C 0.19293 0.81909 3.96393
C -0.20757 1.95779 3.27223
C -1.58277 2.51399 3.47163
C 0.69683 2.54299 2.40103
C 1.95493 1.99639 2.20343
H 5.43833 0.23469 1.41743
H 4.83573 1.83689 1.85193
H 3.98503 0.85259 0.64243
H 3.49113 -0.84871 2.39623
H 4.65263 1.18169 4.35703
H 5.46383 -0.29801 3.82513
H 3.96883 -0.39751 4.75143
H 1.73873 -0.59851 4.32433
H -0.49247 0.35329 4.65853
H -2.32227 1.77669 3.16343
H -1.72827 3.42009 2.88653
H -1.76097 2.74119 4.52323
H 0.41693 3.43419 1.85473
H 2.61983 2.48559 1.50683
O 1.85083 -2.47961 2.59373
N 1.64873 -3.72371 2.32003
C 1.05863 -4.50501 3.22533
C 0.86023 -5.85111 3.02323
C 1.27163 -6.41031 1.81453
C 1.84153 -5.59641 0.86753
C 2.05803 -4.23161 1.11323
S 2.82843 -3.21311 0.02703
H 0.76033 -3.99531 4.12903
H 0.39573 -6.44891 3.79003
H 1.13973 -7.46561 1.62583
H 2.14693 -5.97411 -0.09747
C -1.49887 1.17649 -0.10337
Si -1.54937 1.59929 -1.86657
C -1.16937 0.02119 -2.88917
N -0.37207 -0.83091 -2.03047
C 1.04903 -0.69341 -2.15167
C 1.66763 -1.52091 -3.31157
C 0.64933 -2.54571 -3.81187
C 0.02143 -3.23201 -2.60537
C -0.79007 -2.19081 -1.80527
C -0.26927 2.97549 -2.23867
C -0.41007 3.93419 -3.23497
C 0.54783 4.91419 -3.43447
C 1.67133 4.96039 -2.62527
C 1.82433 4.02209 -1.61587
C 0.86443 3.04359 -1.43607
C -3.17057 2.37609 -2.54077
C -3.63727 3.51879 -1.89407
C -4.89367 4.03679 -2.13887
C -5.72997 3.41609 -3.05407
C -5.28217 2.29279 -3.73017
C -4.02327 1.78159 -3.46647
H -1.85457 0.20509 0.20493
H -1.70277 1.94159 0.62993
H -0.68137 0.21109 -3.85637
H -2.10957 -0.48371 -3.10957
H 1.49133 -1.03721 -1.20737
H 1.27683 0.36749 -2.26827
H 2.54593 -2.04871 -2.93477
H 1.99063 -0.88201 -4.13897
H 1.13663 -3.27851 -4.46287
H -0.13617 -2.05301 -4.39377
H 0.82113 -3.63541 -1.98207
H -0.62517 -4.05561 -2.91677
H -0.68237 -2.40211 -0.72967
H -1.85277 -2.26841 -2.04247
H -1.29197 3.92009 -3.86217
H 0.42233 5.64939 -4.22207
H 2.42163 5.72809 -2.77637
H 2.69543 4.05879 -0.97137
H 0.97153 2.31079 -0.64947
H -2.98847 3.99699 -1.17437
H -5.23247 4.91819 -1.60627
H -6.72677 3.80229 -3.23367
H -5.92597 1.80869 -4.45587
H -3.69807 0.89759 -3.99737
Cl -3.99417 -4.83381 2.70683
C -3.80867 -3.24381 2.04933
Cl -5.18097 -1.90751 4.09733
Cl -4.88407 -2.85451 0.74993
C -2.56537 -2.71321 2.01093
N -1.53327 -2.16791 2.06173
```

Output
Spin multiplicity   2
Charge   -2
DFT total energy   -3867.0418 Eh
Gap between HOMO and LUMO (spin up / spin down)   4.2 / 4.0 eV
LUMO energy (spin up / spin down)   0.1308 / 0.1255 Eh
Highest occupied orbital energy (spin up / spin down)   -0.63 / -0.63 eV
Energy relative to the best compared isomer or geometry (same formula, charge and spin)   34.5 kcal/mol

Here are the Löwdin charges for atoms 1 to 4, given in e: atom 1 (Na): 0.3019, atom 2 (C): -0.0797, atom 3 (C): -0.3769, atom 4 (C): -0.0663

***

# 2
Entry from OMol25: C36H42ClCuN3P2Si2 as an isolated structure in a non-equilibrium geometry (the ωB97M-V functional and the def2-TZVPD basis).

XYZ file:
```
87
Properties=species:S:1:pos:R:3
Cu 0.19014 0.82846 -1.30463
C 4.04069 -2.37659 -0.85004
Si 2.38743 -1.96910 -1.68732
C 1.34895 -3.54597 -1.67500
C 2.69985 -1.42229 -3.46964
N 1.58195 -0.63524 -0.95201
P 1.55912 -0.10246 0.56189
C 0.09332 0.78897 0.86071
P -1.39918 -0.03829 0.51098
N -1.53059 -0.29676 -1.06434
Si -2.71371 -0.55407 -2.28075
C -3.44832 1.07776 -2.90405
C -4.20480 -1.63272 -1.83833
C -1.74551 -1.37887 -3.68020
C -1.78611 -1.54232 1.44978
C -1.79651 -1.48429 2.84174
C -2.05186 -2.62909 3.57827
C -2.29906 -3.83129 2.92648
C -2.27972 -3.89261 1.54011
C -2.01753 -2.74836 0.79979
C -2.70478 1.09658 1.09880
C -2.40916 2.41011 1.44635
C -3.42928 3.29543 1.76865
C -4.75013 2.87261 1.74738
C -5.05216 1.55630 1.42254
C -4.03321 0.67365 1.10370
C 2.13354 -1.37418 1.73356
C 3.28957 -1.20555 2.49171
C 3.73147 -2.22255 3.32502
C 3.02144 -3.41057 3.41568
C 1.86716 -3.58339 2.66371
C 1.42714 -2.57260 1.82553
C 2.80985 1.23125 0.71152
C 2.70959 2.17371 1.73334
C 3.58734 3.24535 1.78574
C 4.56678 3.39295 0.81111
C 4.67222 2.45974 -0.20988
C 3.79453 1.38395 -0.25855
H 4.69346 -2.93925 -1.52235
H 4.57451 -1.47417 -0.54389
H 3.88463 -2.98068 0.04693
H 1.75958 -4.29340 -2.35906
H 1.31675 -3.99083 -0.67807
H 0.32159 -3.33473 -1.98239
H 3.11522 -2.23577 -4.07088
H 1.76829 -1.09801 -3.93934
H 3.39880 -0.58364 -3.51417
H -3.92962 1.62801 -2.09005
H -2.67559 1.71365 -3.34483
H -4.20230 0.89269 -3.67292
H -4.77583 -1.21488 -1.00814
H -4.87328 -1.67755 -2.70204
H -3.93340 -2.65688 -1.57466
H -0.77339 -0.89375 -3.79426
H -1.55736 -2.43360 -3.46506
H -2.26977 -1.32478 -4.63857
H -1.59167 -0.54050 3.33528
H -2.05528 -2.58919 4.66021
H -2.50601 -4.72320 3.50442
H -2.46327 -4.83375 1.03685
H -1.96557 -2.77046 -0.28224
H -1.36877 2.71055 1.48935
H -3.19159 4.31572 2.04104
H -5.54569 3.56300 1.99874
H -6.08055 1.21721 1.43197
H -4.25772 -0.36032 0.86930
H 3.85261 -0.28402 2.42115
H 4.63738 -2.08568 3.90226
H 3.36944 -4.20067 4.06863
H 1.30854 -4.50900 2.72956
H 0.54103 -2.71487 1.22263
H 1.92082 2.07413 2.46874
H 3.50630 3.97315 2.58389
H 5.24085 4.24012 0.84414
H 5.43867 2.56964 -0.96755
H 3.84699 0.66213 -1.06481
Cl -2.72848 5.62063 -1.48136
C -1.18115 4.86354 -1.41945
C -0.03312 5.62249 -1.25837
C 1.18530 4.96428 -1.26478
C 1.21094 3.59335 -1.43791
N 0.09694 2.86632 -1.57107
C -1.08242 3.48921 -1.55647
H -0.09646 6.69595 -1.14641
H 2.10966 5.51195 -1.14684
H 2.14249 3.04523 -1.45930
H -1.96293 2.87305 -1.67719
```

Output
Spin multiplicity   2
Charge   0
DFT total energy   -4923.7604 Eh
Gap between HOMO and LUMO (spin up / spin down)   7.7 / 6.9 eV
LUMO energy (spin up / spin down)   0.0089 / -0.0269 Eh
Highest occupied orbital energy (spin up / spin down)   -7.48 / -7.59 eV
Energy relative to the best compared isomer or geometry (same formula, charge and spin)   6.5 kcal/mol

Here are the Löwdin charges for atoms 1 to 4, given in e: atom 1 (Cu): 0.2882, atom 2 (C): -0.1642, atom 3 (Si): 0.3487, atom 4 (C): -0.1645

***

> What is the formula in the second record?

C36H42ClCuN3P2Si2

***

> Which of these has the highest energy relative to the best compared isomer or geometry (same formula, charge and spin)?

C36H42Cl3N3NaOSSi